A.
Molecular formula: C2H8N2O3S
Method: DFT, ωB97M-V/def2-TZVPD

LUMO, hartree: 0.019
Structure (SMILES): CN(C)OS(N)(=O)=O
HOMO level, eV: -9.02
Spin multiplicity: 1
Frontier orbital gap, eV: 9.530
Net charge: 0

Each line ends with the Mulliken charge.
Positions of all 16 atoms, in Å:
C  -0.343  0.629  1.744  -0.90
N  0.111  -0.282  0.755  0.10
C  0.418  -1.645  1.173  -1.07
O  -0.724  -0.263  -0.391  -0.22
S  0.164  0.009  -1.885  1.11
N  -0.366  1.596  -2.211  -0.48
O  1.594  0.076  -1.738  -0.55
O  -0.380  -0.957  -2.738  -0.56
H  -0.911  0.074  2.504  0.32
H  0.362  1.259  2.323  0.32
H  -1.124  1.491  1.466  0.29
H  -0.119  -1.903  1.998  0.45
H  0.033  -2.332  0.427  0.37
H  1.472  -1.779  1.416  0.29
H  0.217  2.210  -1.673  0.28
H  -0.403  1.818  -3.168  0.26

---

B.
Molecular formula: C2H8N2O3S
Method: DFT, ωB97M-V/def2-TZVPD

LUMO (alpha / beta), hartree: -0.067 / 0.002
HOMO level (alpha / beta), eV: -8.16 / -9.21
Spin multiplicity: 1
Frontier orbital gap (alpha / beta), eV: 6.345 / 9.268
Net charge: 0

Each line ends with the Mulliken charge.
Positions of all 16 atoms, in Å:
C  -0.503  1.969  0.148  -0.84
C  1.445  0.793  0.848  -0.75
N  -0.246  -2.876  -0.836  -0.53
N  0.036  0.921  0.880  0.53
O  -2.259  -1.645  -1.448  -0.57
O  -0.213  -0.333  -1.445  -0.50
O  -0.704  0.104  1.507  -0.54
S  -1.018  -1.338  -0.771  0.92
H  -0.419  1.790  -0.987  0.31
H  -1.472  2.328  0.407  0.32
H  0.144  2.925  0.274  0.28
H  1.644  0.040  1.644  0.34
H  1.803  0.120  -0.046  0.22
H  1.881  1.753  0.781  0.27
H  0.806  -2.920  -0.465  0.27
H  -0.925  -3.627  -0.491  0.28

---

Short version: A is the most stable of them.

---

A.
Molecular formula: C27H39N3O4
Method: DFT, ωB97M-V/def2-TZVPD

LUMO, hartree: 0.015
Structure (SMILES): c1ccncc1.c1ccncc1.c1ccncc1.CC(C)=O.CC(C)=O.CC(C)=O.CC(C)=O
HOMO level, eV: -9.40
Spin multiplicity: 1
Frontier orbital gap, eV: 9.801
Net charge: 0

Each line ends with the Mulliken charge.
Positions of all 73 atoms, in Å:
C  14.799  12.918  11.673  -0.41
C  13.487  12.521  11.914  -0.61
C  13.084  12.290  13.261  0.00
N  14.042  12.295  14.283  -0.17
C  15.303  12.532  13.982  -0.21
C  15.678  12.945  12.731  -0.46
H  15.046  13.026  10.627  0.40
H  12.822  12.369  11.077  0.38
H  12.068  11.992  13.470  0.33
H  16.026  12.503  14.784  0.39
H  16.733  13.100  12.559  0.34
C  13.176  14.418  16.581  -0.21
C  12.046  14.589  15.765  0.42
C  11.451  15.914  15.751  -0.35
N  11.943  16.978  16.391  -0.58
C  13.047  16.771  17.166  -0.22
C  13.648  15.509  17.289  -0.57
H  13.702  13.478  16.667  0.44
H  11.598  13.801  15.177  0.03
H  10.518  16.128  15.251  0.37
H  13.380  17.609  17.760  0.36
H  14.524  15.473  17.919  0.36
C  7.154  8.085  12.150  -0.64
C  6.637  7.124  13.028  -0.33
C  7.474  6.580  13.989  -0.45
N  8.818  6.806  13.962  -0.55
C  9.323  7.715  13.102  -0.64
C  8.515  8.405  12.167  0.58
H  6.405  8.475  11.476  0.39
H  5.578  6.919  12.994  0.41
H  7.151  5.870  14.735  0.37
H  10.382  7.912  13.177  0.49
H  8.900  9.189  11.532  0.32
C  9.249  10.793  7.864  -0.60
C  8.650  11.970  7.160  0.61
C  8.533  13.242  7.977  -0.88
O  8.351  12.017  5.973  -0.57
H  10.211  10.946  8.353  0.22
H  9.349  9.944  7.188  0.41
H  8.582  10.507  8.677  0.06
H  7.836  13.201  8.815  0.15
H  8.232  14.146  7.447  0.35
H  9.501  13.438  8.439  0.27
C  11.644  8.851  10.354  -0.30
C  12.759  8.363  9.451  0.64
C  13.066  6.875  9.464  -1.17
O  13.357  9.182  8.704  -0.60
H  11.632  9.938  10.442  -0.05
H  11.688  8.395  11.343  0.19
H  10.641  8.647  9.977  0.32
H  13.895  6.665  8.788  0.34
H  12.219  6.397  8.972  0.31
H  13.187  6.523  10.488  0.34
C  11.300  10.960  16.804  -0.77
C  10.422  10.202  15.751  0.68
C  9.409  9.284  16.361  -1.21
O  10.544  10.282  14.527  -0.28
H  12.034  10.291  17.253  0.37
H  10.631  11.538  17.442  0.39
H  11.885  11.567  16.113  -0.08
H  9.008  9.735  17.269  0.42
H  10.028  8.441  16.669  0.37
H  8.699  8.886  15.636  0.16
C  7.492  11.905  11.463  -1.42
C  8.900  11.969  11.998  0.86
C  9.092  12.666  13.382  -0.70
O  9.804  11.450  11.355  -0.24
H  7.435  11.406  10.496  0.12
H  7.098  12.919  11.389  0.45
H  6.920  11.313  12.178  0.35
H  10.158  12.801  13.563  -0.35
H  8.625  12.075  14.169  0.25
H  8.620  13.645  13.301  0.61

---

B.
Molecular formula: C27H39N3O4
Method: DFT, ωB97M-V/def2-TZVPD

LUMO, hartree: 0.019
Structure (SMILES): c1ccncc1.c1ccncc1.c1ccncc1.CC(C)=O.CC(C)=O.CC(C)=O.CC(C)=O
HOMO level, eV: -9.31
Spin multiplicity: 1
Frontier orbital gap, eV: 9.837
Net charge: 0

Each line ends with the Mulliken charge.
Positions of all 73 atoms, in Å:
C  -1.421  3.509  12.665  -0.37
C  -2.071  3.029  13.788  0.01
C  -1.356  2.334  14.746  -0.33
N  -0.054  2.025  14.608  -0.58
C  0.571  2.544  13.530  -0.31
C  -0.076  3.201  12.514  -0.33
H  -1.927  4.091  11.908  0.42
H  -3.098  3.309  13.979  0.28
H  -1.807  1.937  15.646  0.43
H  1.624  2.332  13.401  0.38
H  0.491  3.502  11.645  0.37
C  -6.188  4.786  16.553  -0.54
C  -7.377  5.439  16.102  -0.47
C  -7.423  5.767  14.762  -0.49
N  -6.345  5.697  13.932  -0.62
C  -5.248  5.144  14.372  -0.22
C  -5.111  4.687  15.672  0.13
H  -6.147  4.367  17.549  0.61
H  -8.174  5.682  16.791  0.49
H  -8.314  6.272  14.415  0.29
H  -4.425  5.127  13.668  0.52
H  -4.198  4.207  15.996  0.22
C  -4.031  2.217  20.727  -0.27
C  -3.647  3.535  20.685  -0.82
C  -3.497  4.170  19.457  -0.04
N  -3.557  3.489  18.263  0.06
C  -3.851  2.146  18.346  -0.18
C  -4.115  1.515  19.539  -0.67
H  -4.228  1.660  21.633  0.39
H  -3.533  4.004  21.653  0.38
H  -3.289  5.230  19.421  0.37
H  -4.026  1.648  17.403  0.38
H  -4.471  0.495  19.497  0.38
C  -6.201  8.534  17.302  -0.57
C  -5.119  9.302  16.582  0.52
C  -3.748  8.708  16.570  -0.64
O  -5.352  10.271  15.880  -0.62
H  -7.064  8.348  16.665  0.02
H  -6.493  9.176  18.136  0.44
H  -5.893  7.595  17.761  0.04
H  -3.518  8.457  17.606  0.33
H  -3.080  9.456  16.146  0.40
H  -3.746  7.860  15.884  0.12
C  -9.105  3.087  18.294  -1.07
C  -8.218  2.232  17.397  0.90
C  -8.597  2.009  15.951  -1.03
O  -7.216  1.730  17.891  -0.54
H  -10.017  2.534  18.522  0.40
H  -9.400  4.042  17.859  0.23
H  -8.596  3.301  19.232  0.30
H  -9.394  1.292  15.750  0.39
H  -7.698  1.654  15.448  0.30
H  -8.961  2.944  15.522  0.20
C  -0.259  7.932  17.169  -0.96
C  -0.735  6.606  17.645  0.73
C  -1.376  5.653  16.626  -0.44
O  -0.673  6.300  18.818  -0.57
H  -1.119  8.600  17.201  0.07
H  0.121  7.875  16.147  0.32
H  0.577  8.374  17.710  0.37
H  -2.414  5.932  16.427  -0.09
H  -1.451  4.632  16.994  0.19
H  -0.822  5.734  15.690  0.40
C  -11.469  9.146  14.576  -1.22
C  -10.020  8.946  14.264  0.77
C  -9.651  9.004  12.804  -1.04
O  -9.182  8.782  15.132  -0.53
H  -11.778  8.713  15.527  0.34
H  -12.106  8.690  13.817  0.37
H  -11.632  10.224  14.610  0.31
H  -10.240  9.786  12.327  0.40
H  -9.765  8.003  12.386  0.29
H  -8.591  9.253  12.745  0.30

---

Short version: B is the most stable of them.

---

A.
Molecular formula: C2H4ClNO
Method: DFT, ωB97M-V/def2-TZVPD

LUMO, hartree: 0.031
Structure (SMILES): [H]/N=C(\Cl)OC
HOMO level, eV: -10.48
Spin multiplicity: 1
Frontier orbital gap, eV: 11.319
Net charge: 0

Each line ends with the Mulliken charge.
Positions of all 9 atoms, in Å:
H  1.378  1.967  -0.392  0.24
N  0.516  1.493  -0.194  -0.60
C  0.890  0.307  0.186  0.64
Cl  2.578  -0.235  0.108  -0.19
O  0.112  -0.675  0.554  -0.31
C  -1.187  -0.690  0.034  -0.60
H  -0.989  -0.567  -1.076  0.31
H  -1.741  0.125  0.445  0.30
H  -1.557  -1.725  0.335  0.19

---

B.
Molecular formula: C2H4ClNO
Method: DFT, ωB97M-V/def2-TZVPD

LUMO, hartree: 0.020
Structure (SMILES): COC#N.Cl
HOMO level, eV: -11.29
Spin multiplicity: 1
Frontier orbital gap, eV: 11.840
Net charge: 0

Each line ends with the Mulliken charge.
Positions of all 9 atoms, in Å:
C  0.923  -0.314  0.377  -0.70
O  -0.251  -0.882  -0.012  -0.36
C  -1.241  -0.298  0.557  0.53
N  -2.046  0.100  1.266  -0.38
H  1.680  -1.127  0.367  0.24
H  0.885  0.148  1.339  0.36
H  1.373  0.373  -0.419  0.29
Cl  -0.576  1.595  -1.999  -0.27
H  -0.747  0.404  -1.476  0.28

---

Short version: A is the most stable of them.

---

A.
Molecular formula: C4H16NO2
Method: DFT, ωB97M-V/def2-TZVPD

LUMO, hartree: -0.123
HOMO level, eV: -14.71
Spin multiplicity: 1
Frontier orbital gap, eV: 11.372
Net charge: +1

Each line ends with the Mulliken charge.
Positions of all 23 atoms, in Å:
C  -0.072  2.400  -0.025  -1.52
C  -0.026  0.884  0.013  0.62
N  -0.455  0.036  -1.241  0.06
C  0.746  -0.527  -1.958  -1.02
C  1.361  0.454  0.555  -1.59
H  0.640  2.978  0.858  0.30
H  -0.941  2.808  0.142  0.56
H  0.306  2.747  -0.978  0.39
H  -0.806  0.465  0.652  0.14
H  -0.969  -0.501  -0.771  0.33
H  -1.032  0.691  -1.772  0.36
H  1.537  0.050  -2.263  0.41
H  0.953  -1.477  -1.441  0.40
H  0.213  -1.115  -2.774  0.38
H  2.145  0.970  -0.009  0.45
H  1.811  -0.560  0.484  0.39
H  1.522  0.507  1.583  0.46
H  0.067  -2.106  2.978  0.35
H  -0.243  -2.258  1.549  0.22
O  0.351  -2.524  2.118  -0.58
H  -2.752  -0.573  0.702  0.30
H  -2.375  -2.109  0.975  0.33
O  -1.980  -1.239  0.621  -0.74

---

B.
Molecular formula: C4H16NO2
Method: DFT, ωB97M-V/def2-TZVPD

LUMO, hartree: -0.106
HOMO level, eV: -15.40
Spin multiplicity: 1
Frontier orbital gap, eV: 12.528
Net charge: +1

Each line ends with the Mulliken charge.
Positions of all 23 atoms, in Å:
C  -0.447  -0.046  1.280  -0.82
C  -1.371  -0.231  0.081  0.74
C  -2.695  0.539  0.267  -1.64
C  -0.727  0.115  -1.266  -1.20
N  0.527  -1.170  1.366  -0.20
H  0.133  0.863  1.143  0.28
H  -1.020  0.025  2.203  0.44
H  -1.694  -1.280  0.045  0.19
H  -2.581  1.622  0.325  0.37
H  -3.316  0.308  -0.592  0.40
H  -3.167  0.159  1.163  0.44
H  -0.748  1.186  -1.444  0.25
H  -1.224  -0.393  -2.092  0.37
H  0.322  -0.211  -1.278  0.30
H  0.865  -1.393  2.306  0.39
H  0.072  -2.036  1.067  0.40
H  1.427  -1.070  0.756  0.25
H  3.295  -1.549  -0.403  0.34
H  2.746  -0.116  -0.623  0.35
O  2.623  -0.940  -0.109  -0.63
H  3.043  2.144  -1.568  0.29
H  1.545  1.914  -1.460  0.31
O  2.392  1.557  -1.168  -0.63

---

C.
Molecular formula: C4H16NO2
Method: DFT, ωB97M-V/def2-TZVPD

LUMO, hartree: -0.368
HOMO level, eV: -14.18
Spin multiplicity: 1
Frontier orbital gap, eV: 4.169
Net charge: +1

Each line ends with the Mulliken charge.
Positions of all 23 atoms, in Å:
C  -1.031  0.851  0.959  -0.71
C  -0.848  0.489  -0.571  0.99
C  -1.432  1.600  -1.492  -1.47
C  -1.575  -0.830  -0.822  -1.30
N  -0.329  -0.025  1.862  -0.09
H  -2.109  0.762  1.172  0.50
H  -0.836  1.963  0.881  0.29
H  0.208  0.386  -0.784  -0.09
H  -0.845  2.528  -1.335  0.43
H  -2.508  1.663  -1.339  0.38
H  -1.209  1.271  -2.512  0.39
H  -2.571  -0.890  -0.367  0.38
H  -1.612  -1.006  -1.898  0.39
H  -1.060  -1.642  -0.278  0.35
H  3.215  -0.214  -1.325  0.36
H  0.700  0.045  1.650  0.29
H  -0.681  0.165  2.791  0.33
H  2.218  -2.670  -0.492  0.32
H  2.558  -0.166  -0.885  -0.32
O  1.661  -1.886  -0.613  -0.52
H  3.100  0.486  0.868  0.32
H  1.975  -1.120  0.040  0.51
O  2.213  0.099  0.804  -0.71

---

Short version: B is the most stable of them.

---

A.
Molecular formula: C4H11PS2
Method: DFT, ωB97M-V/def2-TZVPD

LUMO (alpha / beta), hartree: -0.088 / -0.088
HOMO level (alpha / beta), eV: -7.97 / -7.97
Spin multiplicity: 1
Frontier orbital gap (alpha / beta), eV: 5.568 / 5.567
Net charge: 0

Each line ends with the Mulliken charge.
Positions of all 18 atoms, in Å:
C  0.541  -1.988  -0.798  -1.03
C  -1.654  -0.461  1.646  -1.00
C  2.047  2.764  0.032  -0.77
C  -0.772  -1.273  -1.068  -0.40
P  -1.017  0.196  0.045  0.42
S  -2.276  1.482  -0.717  -0.34
S  2.291  0.994  0.216  -0.22
H  0.588  -2.352  0.226  0.30
H  0.655  -2.833  -1.473  0.35
H  1.373  -1.303  -0.946  0.21
H  -2.545  -1.058  1.448  0.35
H  -0.899  -1.064  2.143  0.32
H  -1.921  0.386  2.277  0.34
H  1.563  3.157  0.922  0.26
H  1.432  2.954  -0.844  0.24
H  3.025  3.223  -0.094  0.32
H  -1.631  -1.937  -0.922  0.35
H  -0.799  -0.889  -2.092  0.32

---

B.
Molecular formula: C4H11PS2
Method: DFT, ωB97M-V/def2-TZVPD

LUMO, hartree: 0.008
Structure (SMILES): C=S(C)#S#P(C)C
HOMO level, eV: -7.78
Spin multiplicity: 1
Frontier orbital gap, eV: 7.989
Net charge: 0

Each line ends with the Mulliken charge.
Positions of all 18 atoms, in Å:
C  2.770  0.299  -1.635  -0.62
S  1.953  0.680  -0.301  0.24
C  3.026  0.184  1.144  -1.03
S  0.215  -0.503  0.763  -0.36
P  -1.262  0.208  -0.653  0.20
C  -1.687  1.838  0.177  -1.03
C  -2.802  -0.723  -0.205  -1.11
H  3.436  -0.564  -1.722  0.25
H  2.430  0.708  -2.548  0.28
H  2.803  -0.854  1.343  0.36
H  2.698  0.746  1.989  0.39
H  4.056  0.660  1.057  0.33
H  -0.922  2.568  -0.060  0.32
H  -2.625  2.269  -0.267  0.37
H  -1.470  1.840  1.289  0.32
H  -2.782  -1.675  -0.666  0.35
H  -2.818  -0.895  0.818  0.34
H  -3.568  -0.055  -0.359  0.38

---

Short version: A is the most stable of them.